--- one ---
A cluster of 6 separate species, C6H23NO6 in total. Source: the OMol25 dataset; level of theory: the ωB97M-V functional and the def2-TZVPD basis.

Summary:
* gap between HOMO and LUMO: 10.287 eV
* structure (SMILES): CCC(=O)NC(C)C.O.O.O.O.O

Last column: Mulliken charge in e.
Element x y z (Å)
C  1.8737  1.5950  -1.9282  -1.106
C  1.5283  0.2059  -2.5205  -0.802
C  0.5953  -0.5782  -1.6084  0.484
O  -0.4213  -1.0308  -2.1251  -0.638
N  0.8383  -0.7363  -0.2564  0.219
C  0.5020  -2.0711  0.2967  0.301
C  1.0299  -3.2323  -0.6009  -1.525
C  -0.9567  -2.3418  0.5493  -0.583
H  2.6251  1.4381  -1.1549  0.337
H  2.3581  2.2409  -2.6620  0.391
H  0.9700  2.1120  -1.6166  0.216
H  2.4942  -0.3030  -2.5426  0.236
H  0.9704  0.2459  -3.4451  0.354
H  1.6562  -0.2648  0.0921  0.246
H  1.0427  -2.0940  1.2416  0.434
H  2.1155  -3.1858  -0.6385  0.345
H  0.6019  -4.1716  -0.2650  0.472
H  0.6017  -3.0885  -1.5768  0.368
H  -1.3873  -1.5837  1.2043  -0.253
H  -1.1849  -3.3292  0.9582  0.469
H  -1.5995  -2.4298  -0.3304  0.263
O  -2.5631  2.8201  0.7586  -0.641
H  -1.7849  2.2893  0.6209  0.270
H  -3.3025  2.4062  0.3145  0.324
O  0.1880  3.7901  1.3105  -0.619
H  -0.3911  3.4696  2.0002  0.313
H  -0.2643  3.8021  0.4655  0.323
O  1.1681  0.0656  2.4869  -0.578
H  1.7295  0.4470  3.1606  0.264
H  0.2799  0.4657  2.4822  0.373
O  -2.2691  0.7726  -0.7640  -0.682
H  -1.3863  0.4723  -0.4704  0.343
H  -2.2575  0.2774  -1.5996  0.329
O  -1.5728  0.4591  3.0396  -0.735
H  -1.6543  -0.1204  2.2992  0.173
H  -2.1731  1.1864  2.8247  0.318

--- two ---
A cluster of 7 separate species, C6H23NO6 in total. Source: the OMol25 dataset; level of theory: the ωB97M-V functional and the def2-TZVPD basis.

Summary:
* gap between HOMO and LUMO: 8.854 eV
* structure (SMILES): C=CC(N)=C(C)C.O.O.O.O.O.O

Last column: Mulliken charge in e.
Element x y z (Å)
C  -1.1023  2.0394  -0.8380  -1.131
C  -0.4656  0.9637  -1.3060  -0.158
C  -0.8182  -0.3793  -0.8493  -0.011
N  -0.1766  -0.8398  0.3256  -0.094
C  -1.8931  -0.9095  -1.4676  0.890
C  -2.3984  -2.3304  -1.0509  -1.511
C  -2.6077  -0.3464  -2.5857  -1.450
H  -0.7646  3.0182  -1.1312  0.348
H  -2.0062  1.8355  -0.2529  0.289
H  0.4410  0.9627  -1.9448  0.353
H  0.7752  -1.0429  0.1245  0.191
H  -0.5141  -1.8188  0.5603  0.265
H  -2.0802  -2.8160  -0.1667  0.442
H  -2.4122  -3.0043  -1.9205  0.296
H  -3.4880  -2.1118  -0.7539  0.332
H  -2.7556  0.7386  -2.7266  0.368
H  -2.1898  -0.6819  -3.6179  0.223
H  -3.6572  -0.6338  -2.5743  0.410
O  2.1902  0.3253  -0.1414  -0.618
H  2.2314  0.7130  -1.0817  0.241
H  2.3984  1.1005  0.5786  0.250
O  2.6695  2.3965  1.2848  -0.711
H  2.1677  2.8937  0.6778  0.332
H  2.0889  2.1945  2.0900  0.499
O  1.8098  -2.0079  -2.3440  -0.657
H  0.9029  -2.2241  -2.3893  0.327
H  1.8352  -1.4389  -1.6095  0.370
O  3.1024  -1.0211  2.4397  -0.615
H  3.6721  -1.5348  1.8463  0.305
H  3.5089  -0.1801  2.2198  0.292
O  0.8308  2.6062  3.0971  -0.717
H  0.3899  2.1561  3.8247  0.328
H  0.2404  2.3375  2.3770  0.319
O  -0.5155  0.0049  3.3154  -0.636
H  -0.1150  -0.4194  2.5067  0.350
H  -1.2946  -0.5453  3.4838  0.292

Least stable: two

--- one ---
The ion C8H18N3 with charge +1. Source: the OMol25 dataset; level of theory: the ωB97M-V functional and the def2-TZVPD basis.

Summary:
* net charge: +1
* gap between HOMO and LUMO: 8.186 eV
* structure (SMILES): C=CCCCN(C)N[N+](=C)C

Last column: Mulliken charge in e.
Element x y z (Å)
C  -2.3811  3.3947  -1.7378  -0.875
C  -2.3055  2.4750  -0.8280  0.022
C  -1.4377  2.6986  0.4111  -0.771
C  -0.6042  1.5367  0.9092  -0.525
C  0.3856  0.9446  -0.1217  -0.750
N  0.4016  -0.5209  -0.2863  -0.001
C  -0.7346  -1.1776  -1.0154  -0.919
N  0.8222  -1.3966  0.8081  -0.260
N  1.7818  -2.3881  0.4981  0.295
C  2.2349  -2.7628  -0.6703  -0.117
C  2.2929  -3.0205  1.6850  -0.978
H  -3.1216  3.3316  -2.4921  0.306
H  -1.9297  4.3979  -1.7852  0.258
H  -2.8433  1.4995  -0.7518  0.268
H  -1.9796  3.1117  1.2985  0.332
H  -0.6827  3.4480  0.0940  0.339
H  -0.0604  1.9800  1.6425  0.333
H  -1.2408  0.6353  1.2029  0.353
H  0.1083  1.2810  -1.0733  0.448
H  1.3957  1.2075  0.0175  0.363
H  -1.7253  -0.8465  -0.5582  0.287
H  -0.5558  -0.9216  -2.0251  0.353
H  -0.6743  -2.3052  -0.7641  0.353
H  0.6256  -1.2395  1.7687  0.225
H  2.9758  -3.6047  -0.7395  0.251
H  1.9236  -2.2512  -1.5268  0.297
H  2.3214  -2.3132  2.4258  0.386
H  1.7125  -3.8775  2.1001  0.315
H  3.2946  -3.3161  1.5141  0.410

--- two ---
The ion C8H18N3 with charge +1. Source: the OMol25 dataset; level of theory: the ωB97M-V functional and the def2-TZVPD basis.

Summary:
* net charge: +1
* gap between HOMO and LUMO: 9.900 eV

Last column: Mulliken charge in e.
Element x y z (Å)
C  -0.3975  -1.8124  -1.0129  -0.546
C  1.6376  -1.2418  -0.2289  -1.052
C  -0.9879  -0.8134  -0.1121  1.294
C  0.9730  -0.1132  0.4211  0.167
C  -1.7895  -1.1146  1.1141  -1.340
C  1.2670  0.1931  1.9835  -1.380
C  2.2570  1.3953  -1.0774  -0.849
C  -2.6818  1.0240  -0.5127  -1.102
N  0.8246  -2.0094  -1.2298  -0.556
N  1.0470  1.1323  -0.4404  -0.140
N  -1.4186  0.2678  -0.8926  -0.518
H  -1.1733  -2.1592  -1.7177  0.476
H  2.6660  -1.1339  -0.5941  0.519
H  1.7078  -1.9015  0.6242  0.432
H  -1.6209  -2.1602  1.3882  0.402
H  -2.8722  -1.0020  1.0467  0.445
H  -1.3566  -0.4916  2.0263  0.111
H  1.8280  1.0652  1.9241  0.409
H  1.7386  -0.6387  2.4927  0.368
H  0.3882  0.3601  2.5473  0.429
H  2.4001  0.5951  -1.7653  0.423
H  2.3199  2.3631  -1.7073  0.341
H  3.0692  1.5289  -0.2507  0.260
H  -2.8075  1.7550  -1.3032  0.391
H  -3.5796  0.4080  -0.6018  0.389
H  -2.7886  1.4503  0.5571  0.326
H  0.8030  1.9023  0.1856  0.458
H  0.0833  1.1213  -0.9974  0.487
H  -1.5365  0.0301  -1.8669  0.356

Least stable: one

--- one ---
A cluster of 2 separate species, C2H6INOS in total. Source: the OMol25 dataset; level of theory: the ωB97M-V functional and the def2-TZVPD basis.

Summary:
* gap between HOMO and LUMO (spin up / spin down): 9.000 / 4.798 eV

Last column: Mulliken charge in e.
Element x y z (Å)
C  -1.0335  0.4095  0.4654  -0.674
C  -0.0612  -0.5392  -0.0168  -0.636
N  2.5903  -0.6512  -0.5356  -0.493
O  1.8629  1.6224  0.2549  -0.545
S  1.8250  0.1911  0.4088  0.565
I  -4.4742  -0.9702  0.0421  0.047
H  -0.7059  1.4414  0.1197  0.268
H  -1.9346  0.2624  -0.2328  -0.070
H  -1.5555  0.2654  1.4377  0.429
H  0.1337  -0.4391  -1.0419  0.356
H  0.2658  -1.4451  0.3545  0.472
H  3.0872  -0.1474  -1.2560  0.280

--- two ---
A cluster of 2 separate species, C2H6INOS in total. Source: the OMol25 dataset; level of theory: the ωB97M-V functional and the def2-TZVPD basis.

Summary:
* gap between HOMO and LUMO (spin up / spin down): 5.024 / 5.021 eV

Last column: Mulliken charge in e.
Element x y z (Å)
C  -0.1886  1.4088  0.0813  -1.115
C  -0.8459  0.2059  -0.5329  -0.215
N  -0.0098  -1.5217  1.2831  -0.446
O  -0.0278  -2.3367  -1.1711  -0.506
S  0.2529  -1.2840  -0.2116  0.684
I  3.4660  0.5874  -0.1870  -0.317
H  -0.8888  2.2402  0.1382  0.336
H  0.1546  1.1729  1.0879  0.381
H  0.6648  1.7299  -0.5135  0.231
H  -0.9471  0.2657  -1.6125  0.343
H  -1.7917  -0.0462  -0.0598  0.346
H  0.1615  -2.4222  1.6980  0.278

Least stable: one